# C45H34N14OPbS

C45H34N14OPbS as an isolated structure (wB97M-V/def2-TZVPD, the Open Molecules 2025 dataset).

Each line ends with the Löwdin charge.
Atoms and positions in Å:
Pb -0.238 -0.325 -1.471  1.317
C 4.265 4.538 -1.570  -0.033
C 3.153 5.369 -1.621  -0.034
C 1.884 4.908 -1.261  0.022
C 1.788 3.588 -0.881  -0.102
C 0.655 2.764 -0.421  -0.238
N -0.546 3.279 -0.185  0.233
C -1.562 2.534 0.200  -0.231
C -2.731 3.084 0.916  -0.115
C -3.071 4.360 1.297  0.015
C -4.286 4.511 1.979  -0.028
C -5.093 3.421 2.266  -0.030
C -4.730 2.123 1.884  0.015
C -3.543 1.988 1.203  -0.116
C -2.838 0.820 0.635  -0.225
N -3.310 -0.417 0.696  0.247
C -2.572 -1.491 0.754  -0.243
N -1.236 -1.511 0.981  0.175
C -0.824 -2.771 0.955  -0.246
N 0.432 -3.149 1.182  0.237
C 1.462 -2.359 1.044  -0.224
N 1.529 -1.222 0.282  0.089
C 2.735 -0.677 0.484  -0.236
N 3.206 0.473 0.001  0.223
C 2.408 1.457 -0.334  -0.293
N 1.051 1.496 -0.174  0.053
C 2.904 2.755 -0.830  -0.113
C 4.161 3.207 -1.157  0.022
C 3.568 -1.537 1.352  -0.102
C 4.853 -1.409 1.823  0.023
C 5.317 -2.426 2.665  -0.033
C 4.511 -3.501 3.014  -0.036
C 3.201 -3.612 2.537  0.020
C 2.759 -2.614 1.700  -0.103
C -1.929 -3.800 0.734  -0.205
C -1.924 -4.797 1.861  -0.012
C -2.878 -4.841 2.784  -0.037
C -4.014 -3.920 2.757  -0.037
C -4.161 -3.022 1.791  -0.003
C -3.176 -2.871 0.654  -0.245
N -1.713 1.200 0.013  0.058
H 5.231 4.935 -1.848  0.117
H 3.276 6.396 -1.936  0.117
H 1.020 5.557 -1.276  0.123
H -2.434 5.206 1.078  0.127
H -4.600 5.498 2.291  0.119
H -6.022 3.578 2.797  0.119
H -5.358 1.272 2.110  0.125
H 5.029 2.564 -1.093  0.123
H 5.473 -0.564 1.559  0.124
H 6.323 -2.371 3.059  0.118
H 4.904 -4.263 3.672  0.118
H 2.567 -4.442 2.819  0.123
H -1.084 -5.480 1.888  0.121
H -2.830 -5.578 3.574  0.117
H -4.756 -3.993 3.541  0.116
H -5.006 -2.346 1.765  0.123
C 1.099 -5.022 -1.424  0.010
C 0.418 -3.735 -1.771  -0.264
N 0.955 -2.688 -2.267  0.004
N 2.277 -2.678 -2.558  0.005
C 2.865 -1.559 -3.070  -0.827
N 4.147 -1.715 -3.412  0.123
S 2.107 -0.077 -3.289  0.641
C -1.062 -3.662 -1.596  -0.219
C -1.863 -4.544 -0.657  -0.073
C -3.275 -4.425 -1.250  -0.073
C -3.864 -3.178 -0.661  -0.074
C -3.174 -3.134 -2.013  -0.155
N -1.773 -2.794 -2.204  0.136
H 2.180 -4.929 -1.322  0.079
H 0.887 -5.784 -2.177  0.112
H 0.729 -5.384 -0.466  0.081
H 2.803 -3.541 -2.514  0.143
H 4.619 -2.605 -3.395  0.122
H 4.633 -0.926 -3.803  0.110
H -1.503 -5.562 -0.540  0.149
H -3.848 -5.282 -1.568  0.155
H -4.935 -3.025 -0.695  0.156
H -3.798 -2.915 -2.867  0.148
N -1.880 1.139 -3.111  0.084
C -2.865 1.739 -3.235  -0.263
N -3.969 2.422 -3.371  -0.080
C -3.947 3.881 -3.550  -0.085
C -4.617 4.526 -2.347  -0.174
O -5.911 3.994 -2.151  -0.107
C -5.874 2.610 -1.875  -0.175
C -5.278 1.841 -3.045  -0.088
H -4.492 4.122 -4.465  0.138
H -2.915 4.209 -3.658  0.136
H -4.733 5.597 -2.501  0.138
H -4.005 4.361 -1.447  0.113
H -6.900 2.294 -1.691  0.138
H -5.277 2.424 -0.970  0.112
H -5.920 1.923 -3.925  0.138
H -5.148 0.788 -2.801  0.131

- Electronic energy: -3167.62306 hartree
- Net charge: +2
- E_HOMO: -13.24 eV
- LUMO: -7.26 eV
- Max |F|: 0.22 eV Å⁻¹